Entry 1:
{
  "formula": "C18H53BrN15O34PS2",
  "method": "ωB97M-V/def2-TZVPD",
  "total_charge": 0,
  "species": ["C", "C", "S", "C", "O", "P", "O", "O", "S", "O", "Br", "H", "H", "H", "H", "H", "H", "H", "H", "C", "N", "O", "O", "H", "H", "H", "C", "N", "O", "O", "H", "H", "H", "C", "N", "O", "O", "H", "H", "H", "C", "N", "O", "O", "H", "H", "H", "C", "N", "O", "O", "H", "H", "H", "C", "N", "O", "O", "H", "H", "H", "C", "N", "O", "O", "H", "H", "H", "C", "N", "O", "O", "H", "H", "H", "C", "N", "O", "O", "H", "H", "H", "C", "N", "O", "O", "H", "H", "H", "C", "N", "O", "O", "H", "H", "H", "C", "N", "O", "O", "H", "H", "H", "C", "N", "O", "O", "H", "H", "H", "C", "N", "O", "O", "H", "H", "H", "C", "N", "O", "O", "H", "H", "H"],
  "xyz": [[2.84, 1.55, -0.49], [2.44, 3.01, -0.85], [0.67, 3.39, -0.51], [-0.22, 2.80, -2.02], [-1.49, 2.20, -1.70], [-1.34, 0.64, -1.19], [0.01, 0.23, -0.71], [-2.50, 0.44, 0.01], [-2.05, 1.54, 1.23], [-1.85, -0.36, -2.44], [-0.39, -0.85, -3.46], [3.89, 1.50, -0.16], [2.69, 0.92, -1.37], [2.21, 1.13, 0.31], [2.60, 3.22, -1.92], [3.01, 3.71, -0.23], [-0.46, 3.71, -2.58], [0.41, 2.20, -2.68], [-3.22, 2.20, 1.55], [7.28, 1.37, 1.85], [6.22, 1.21, 0.82], [6.04, 2.13, 0.05], [5.62, 0.17, 0.82], [7.74, 2.35, 1.73], [6.81, 1.28, 2.82], [8.02, 0.58, 1.69], [1.85, 0.01, 3.74], [2.93, 0.98, 4.05], [3.32, 1.04, 5.20], [3.35, 1.65, 3.14], [1.58, -0.51, 4.65], [1.01, 0.57, 3.35], [2.25, -0.68, 2.99], [1.01, 4.76, -6.37], [1.13, 3.80, -5.24], [1.25, 2.63, -5.51], [1.10, 4.25, -4.12], [1.06, 4.20, -7.31], [0.06, 5.27, -6.27], [1.84, 5.46, -6.29], [10.40, 3.69, -0.65], [10.49, 2.71, 0.46], [10.55, 1.53, 0.16], [10.50, 3.15, 1.59], [10.40, 3.16, -1.59], [9.47, 4.24, -0.52], [11.26, 4.35, -0.58], [-3.28, 1.76, 5.65], [-1.83, 1.62, 5.38], [-1.46, 0.70, 4.70], [-1.10, 2.45, 5.88], [-3.80, 0.96, 5.14], [-3.43, 1.71, 6.72], [-3.59, 2.73, 5.26], [-5.21, 0.27, 9.78], [-4.85, -0.36, 8.48], [-4.96, 0.32, 7.47], [-4.47, -1.50, 8.51], [-5.53, 1.29, 9.59], [-6.01, -0.32, 10.21], [-4.32, 0.25, 10.41], [-2.50, -4.16, -2.78], [-2.51, -5.21, -3.83], [-2.82, -4.89, -4.95], [-2.19, -6.33, -3.49], [-2.80, -3.22, -3.23], [-3.20, -4.46, -2.01], [-1.49, -4.10, -2.39], [-8.43, -3.03, 10.93], [-7.39, -2.25, 11.64], [-6.50, -2.86, 12.19], [-7.49, -1.04, 11.62], [-8.21, -4.08, 11.04], [-9.39, -2.79, 11.39], [-8.42, -2.73, 9.89], [-6.51, -3.63, 15.36], [-7.75, -3.28, 16.10], [-8.77, -3.17, 15.47], [-7.64, -3.14, 17.30], [-6.76, -3.73, 14.31], [-5.80, -2.83, 15.51], [-6.15, -4.57, 15.75], [-0.87, -3.83, -7.44], [-0.01, -4.03, -8.63], [-0.30, -4.92, -9.39], [0.93, -3.28, -8.76], [-1.67, -4.57, -7.45], [-0.25, -3.95, -6.56], [-1.28, -2.82, -7.49], [7.91, 3.25, -4.65], [8.98, 4.23, -4.33], [9.36, 4.29, -3.18], [9.39, 4.90, -5.24], [7.63, 2.73, -3.75], [7.06, 3.81, -5.05], [8.31, 2.57, -5.40], [0.40, 1.76, -10.28], [1.03, 2.96, -9.66], [2.21, 3.14, -9.87], [0.32, 3.67, -8.99], [1.16, 1.22, -10.84], [0.01, 1.15, -9.47], [-0.39, 2.11, -10.93], [12.77, 3.25, -6.95], [11.57, 2.59, -7.51], [11.69, 1.95, -8.53], [10.53, 2.73, -6.90], [13.62, 3.03, -7.60], [12.57, 4.31, -6.91], [12.93, 2.84, -5.96], [-6.99, -4.48, -3.42], [-5.90, -3.52, -3.11], [-5.46, -3.51, -1.98], [-5.52, -2.81, -4.01], [-7.21, -5.05, -2.53], [-7.85, -3.91, -3.75], [-6.63, -5.13, -4.21], [-11.39, -5.85, -1.81], [-9.96, -6.06, -2.16], [-9.68, -7.00, -2.86], [-9.16, -5.26, -1.72], [-11.97, -6.64, -2.27], [-11.46, -5.90, -0.72], [-11.68, -4.87, -2.18]]
}

---

Entry 2:
{
  "formula": "C18H53N3O10",
  "method": "ωB97M-V/def2-TZVPD",
  "de_lowest_ev": 1.366,
  "total_charge": 0,
  "smiles": "COCCNCCOC.COCCNCCOC.COCCNCCOC.O.O.O.O",
  "species": ["C", "O", "C", "C", "N", "C", "C", "O", "C", "H", "H", "H", "H", "H", "H", "H", "H", "H", "H", "H", "H", "H", "H", "H", "C", "O", "C", "C", "N", "C", "C", "O", "C", "H", "H", "H", "H", "H", "H", "H", "H", "H", "H", "H", "H", "H", "H", "H", "C", "O", "C", "C", "N", "C", "C", "O", "C", "H", "H", "H", "H", "H", "H", "H", "H", "H", "H", "H", "H", "H", "H", "H", "O", "H", "H", "O", "H", "H", "O", "H", "H", "O", "H", "H"],
  "xyz": [[0.09, -2.66, -7.81], [0.49, -2.37, -6.46], [0.90, -1.09, -6.19], [1.75, -1.14, -4.93], [1.06, -1.43, -3.69], [2.01, -1.40, -2.59], [1.59, -2.36, -1.49], [1.58, -3.71, -2.00], [1.54, -4.69, -0.96], [1.00, -2.69, -8.41], [-0.69, -1.98, -8.14], [-0.35, -3.66, -7.83], [0.10, -0.37, -6.01], [1.52, -0.62, -6.96], [2.32, -0.21, -4.89], [2.53, -1.87, -5.12], [0.69, -2.36, -3.80], [2.06, -0.40, -2.15], [3.00, -1.69, -2.93], [0.59, -2.00, -1.23], [2.21, -2.20, -0.61], [2.46, -4.68, -0.37], [1.60, -5.66, -1.45], [0.77, -4.58, -0.21], [-1.40, 3.38, 4.45], [-1.75, 3.27, 3.07], [-0.75, 3.76, 2.23], [-1.27, 4.05, 0.79], [-1.97, 2.83, 0.22], [-2.69, 3.15, -0.98], [-3.42, 1.85, -1.38], [-4.43, 1.56, -0.39], [-5.22, 0.41, -0.63], [-0.42, 2.98, 4.69], [-2.17, 2.85, 5.02], [-1.32, 4.43, 4.71], [0.09, 3.08, 2.11], [-0.40, 4.73, 2.59], [-0.48, 4.39, 0.12], [-1.90, 4.94, 0.84], [-2.66, 2.39, 0.82], [-2.03, 3.51, -1.77], [-3.45, 3.89, -0.69], [-2.69, 1.05, -1.47], [-3.85, 2.05, -2.36], [-5.90, 0.38, 0.22], [-4.73, -0.56, -0.59], [-5.82, 0.45, -1.54], [-2.40, -3.37, 0.64], [-2.37, -2.27, 1.60], [-1.49, -1.25, 1.07], [-1.01, -0.22, 2.19], [0.07, -0.69, 3.04], [0.70, 0.35, 3.85], [1.73, -0.24, 4.83], [2.89, -0.75, 4.16], [3.70, -1.58, 4.94], [-2.91, -3.01, -0.25], [-3.00, -4.20, 1.02], [-1.42, -3.84, 0.52], [-1.98, -0.71, 0.25], [-0.56, -1.71, 0.75], [-1.90, 0.04, 2.76], [-0.67, 0.67, 1.66], [0.71, -1.13, 2.40], [-0.10, 0.82, 4.42], [1.20, 1.04, 3.17], [1.29, -1.02, 5.46], [1.95, 0.52, 5.58], [4.57, -1.95, 4.39], [3.21, -2.51, 5.24], [4.01, -1.02, 5.82], [2.90, -1.38, 1.60], [2.88, -1.22, 2.54], [2.92, -0.50, 1.20], [2.83, 4.05, 1.04], [3.40, 4.10, 0.27], [2.82, 4.94, 1.39], [0.19, 1.51, -0.97], [-0.17, 1.06, -1.73], [-0.55, 1.98, -0.59], [2.32, 1.18, 0.76], [2.51, 2.10, 0.96], [1.55, 1.21, 0.21]]
}

---

Entry 3:
{
  "formula": "C18H53N3O7",
  "method": "ωB97M-V/def2-TZVPD",
  "de_lowest_ev": 3.928,
  "total_charge": 0,
  "smiles": "COC[C@H](C)N.COC[C@H](C)N.COC[C@H](C)N.CCO.CCO.CO.CO",
  "species": ["C", "C", "O", "H", "H", "H", "H", "H", "H", "C", "C", "O", "H", "H", "H", "H", "H", "H", "C", "C", "C", "O", "C", "N", "H", "H", "H", "H", "H", "H", "H", "H", "H", "H", "H", "C", "C", "C", "O", "C", "N", "H", "H", "H", "H", "H", "H", "H", "H", "H", "H", "H", "C", "C", "C", "O", "C", "N", "H", "H", "H", "H", "H", "H", "H", "H", "H", "H", "H", "C", "O", "H", "H", "H", "H", "C", "O", "H", "H", "H", "H"],
  "xyz": [[-5.98, 11.75, 5.80], [-4.76, 11.75, 4.84], [-5.21, 12.39, 3.63], [-6.72, 11.12, 5.28], [-6.43, 12.74, 5.90], [-5.89, 11.42, 6.83], [-4.49, 10.74, 4.54], [-3.95, 12.32, 5.30], [-5.65, 13.22, 3.81], [1.58, 11.97, 16.98], [1.49, 11.78, 18.51], [2.06, 12.95, 19.13], [0.99, 12.83, 16.66], [0.99, 11.14, 16.58], [2.60, 11.99, 16.59], [2.01, 10.83, 18.66], [0.46, 11.68, 18.83], [3.00, 12.93, 18.95], [-4.93, 17.31, 10.52], [-3.99, 17.38, 11.72], [-2.51, 17.35, 11.44], [-2.05, 16.19, 10.77], [-0.63, 16.13, 10.58], [-4.48, 18.52, 12.48], [-5.10, 18.23, 9.96], [-5.86, 16.83, 10.85], [-4.58, 16.61, 9.77], [-4.08, 16.52, 12.39], [-1.94, 17.44, 12.36], [-2.27, 18.11, 10.70], [-0.22, 17.00, 10.06], [-0.33, 15.29, 9.95], [-0.16, 16.04, 11.56], [-3.98, 18.71, 13.34], [-5.42, 18.37, 12.81], [-13.63, 10.76, 9.67], [-12.52, 10.53, 8.63], [-11.36, 9.65, 9.22], [-10.72, 10.26, 10.32], [-9.75, 9.44, 10.91], [-13.11, 10.06, 7.40], [-14.07, 9.81, 9.98], [-14.46, 11.33, 9.25], [-13.27, 11.34, 10.51], [-11.99, 11.44, 8.35], [-10.64, 9.36, 8.45], [-11.83, 8.71, 9.52], [-9.98, 8.38, 10.88], [-9.51, 9.78, 11.92], [-8.82, 9.58, 10.36], [-12.34, 9.85, 6.78], [-13.88, 10.56, 6.99], [0.20, 6.37, 9.88], [-0.91, 5.43, 10.40], [-0.86, 3.99, 9.91], [-1.89, 3.13, 10.38], [-1.80, 1.79, 9.96], [-0.99, 5.48, 11.83], [1.15, 6.18, 10.38], [-0.06, 7.43, 9.92], [0.41, 6.23, 8.82], [-1.85, 5.84, 10.03], [0.16, 3.63, 10.07], [-0.92, 4.02, 8.82], [-2.51, 1.16, 10.51], [-0.81, 1.37, 10.09], [-1.99, 1.79, 8.89], [-1.63, 4.71, 12.01], [-0.13, 5.10, 12.19], [-5.56, 11.12, 18.10], [-5.91, 11.48, 16.74], [-6.27, 11.34, 18.90], [-5.26, 10.08, 18.14], [-4.68, 11.74, 18.24], [-5.26, 11.17, 16.11], [-2.80, 11.14, 12.46], [-3.28, 10.07, 13.24], [-3.32, 12.04, 12.78], [-1.75, 11.29, 12.71], [-2.92, 11.04, 11.38], [-2.65, 9.37, 13.05]]
}

---

Entry 4:
{
  "formula": "C18H54B3Ca2F14KO9",
  "method": "ωB97M-V/def2-TZVPD",
  "de_lowest_ev": 0.000,
  "total_charge": 0,
  "species": ["K", "Ca", "Ca", "B", "F", "F", "F", "F", "B", "F", "F", "F", "F", "B", "F", "F", "F", "F", "F", "F", "C", "C", "O", "H", "H", "H", "H", "H", "H", "C", "C", "O", "H", "H", "H", "H", "H", "H", "C", "C", "O", "H", "H", "H", "H", "H", "H", "C", "C", "O", "H", "H", "H", "H", "H", "H", "C", "C", "O", "H", "H", "H", "H", "H", "H", "C", "C", "O", "H", "H", "H", "H", "H", "H", "C", "C", "O", "H", "H", "H", "H", "H", "H", "C", "C", "O", "H", "H", "H", "H", "H", "H", "C", "C", "O", "H", "H", "H", "H", "H", "H"],
  "xyz": [[-1.44, -0.80, -3.92], [-1.25, 0.98, 0.49], [2.10, -0.12, -0.69], [0.35, -3.48, -4.17], [-0.35, -3.47, -3.02], [-0.45, -3.75, -5.21], [0.84, -2.19, -4.40], [1.30, -4.46, -3.90], [-3.77, 1.23, -0.86], [-3.63, 1.26, 0.52], [-2.70, 0.58, -1.42], [-4.93, 0.56, -1.12], [-3.92, 2.44, -1.49], [3.05, 2.47, -1.05], [4.08, 2.61, -1.92], [1.99, 2.02, -1.83], [3.46, 1.47, -0.11], [2.82, 3.59, -0.21], [0.97, 0.55, 1.30], [-0.16, 0.08, -1.30], [-3.94, -2.10, 1.74], [-2.45, -2.07, 1.32], [-1.78, -0.93, 1.79], [-4.39, -3.08, 1.61], [-4.57, -1.47, 1.10], [-4.22, -1.73, 2.73], [-2.31, -2.20, 0.25], [-1.94, -2.91, 1.78], [-1.19, -1.28, 2.46], [-0.82, 3.65, -2.42], [-1.07, 4.06, -0.97], [-0.38, 3.15, -0.15], [-1.61, 3.99, -3.09], [-0.86, 2.58, -2.62], [0.09, 4.02, -2.90], [-2.11, 4.03, -0.63], [-0.65, 5.05, -0.82], [0.53, 3.44, -0.26], [1.14, -3.98, 1.17], [0.70, -3.02, 0.07], [1.80, -2.66, -0.74], [0.27, -4.35, 1.70], [1.81, -3.53, 1.90], [1.69, -4.77, 0.66], [0.18, -2.23, 0.60], [-0.10, -3.43, -0.55], [2.05, -3.37, -1.33], [-2.96, 4.46, 2.12], [-2.81, 3.18, 2.96], [-1.82, 2.34, 2.35], [-3.59, 5.23, 2.58], [-3.41, 4.24, 1.15], [-1.98, 4.85, 1.85], [-3.67, 2.51, 2.98], [-2.55, 3.36, 4.00], [-1.01, 2.73, 2.67], [1.91, -3.24, 4.65], [0.92, -2.02, 4.54], [0.59, -1.84, 3.15], [2.90, -3.11, 4.21], [1.48, -4.20, 4.37], [2.08, -3.27, 5.73], [1.35, -1.06, 4.82], [-0.01, -2.19, 5.08], [1.18, -1.22, 2.70], [-4.30, -3.86, -4.16], [-4.96, -2.49, -3.88], [-4.05, -1.49, -3.34], [-5.09, -4.61, -4.28], [-3.68, -4.23, -3.34], [-3.60, -3.94, -4.98], [-5.76, -2.51, -3.14], [-5.52, -2.20, -4.77], [-4.58, -0.96, -2.74], [1.13, 5.21, 3.59], [1.57, 4.08, 2.64], [0.86, 2.89, 2.81], [1.81, 6.05, 3.57], [0.96, 4.70, 4.54], [0.17, 5.65, 3.32], [2.63, 3.87, 2.73], [1.42, 4.55, 1.66], [1.21, 2.38, 2.09], [2.72, -0.02, -5.18], [3.54, -0.69, -4.03], [2.55, -0.91, -2.99], [2.24, 0.91, -4.88], [2.18, -0.80, -5.71], [3.49, 0.29, -5.89], [4.37, -0.08, -3.67], [4.01, -1.63, -4.32], [1.95, -1.53, -3.42], [4.19, 0.01, 2.51], [4.69, -0.89, 1.40], [3.88, -1.13, 0.29], [4.88, -0.23, 3.32], [3.20, -0.35, 2.81], [4.25, 1.09, 2.37], [4.74, -1.83, 1.96], [5.72, -0.62, 1.18], [4.35, -1.86, -0.12]]
}

---

Entry 5:
{
  "formula": "C18H54BeO9S9",
  "method": "ωB97M-V/def2-TZVPD",
  "de_lowest_ev": 13.168,
  "total_charge": 2,
  "species": ["Be", "C", "S", "O", "C", "H", "H", "H", "H", "H", "H", "C", "S", "O", "C", "H", "H", "H", "H", "H", "H", "C", "S", "O", "C", "H", "H", "H", "H", "H", "H", "C", "S", "O", "C", "H", "H", "H", "H", "H", "H", "C", "S", "O", "C", "H", "H", "H", "H", "H", "H", "C", "S", "O", "C", "H", "H", "H", "H", "H", "H", "C", "S", "O", "C", "H", "H", "H", "H", "H", "H", "C", "S", "O", "C", "H", "H", "H", "H", "H", "H", "C", "S", "O", "C", "H", "H", "H", "H", "H", "H"],
  "xyz": [[0.32, -0.15, 0.34], [-2.03, 7.28, -2.85], [-0.40, 6.98, -2.08], [-0.11, 5.45, -2.18], [0.62, 7.82, -3.38], [-2.71, 6.47, -2.59], [-2.07, 7.28, -3.94], [-2.44, 8.26, -2.61], [0.40, 8.88, -3.35], [0.52, 7.40, -4.38], [1.68, 7.65, -3.19], [-4.06, -6.78, -1.65], [-2.20, -6.62, -1.57], [-1.90, -5.45, -0.55], [-1.63, -8.21, -0.71], [-4.28, -7.81, -1.36], [-4.43, -6.52, -2.64], [-4.39, -6.08, -0.88], [-0.55, -8.11, -0.72], [-1.88, -9.17, -1.17], [-1.97, -8.17, 0.33], [3.65, 2.73, 6.75], [4.33, 2.81, 5.08], [3.32, 2.02, 4.25], [3.92, 4.59, 4.76], [2.59, 3.00, 6.75], [4.22, 3.40, 7.39], [3.62, 1.70, 7.12], [2.84, 4.72, 4.66], [4.34, 4.85, 3.78], [4.22, 5.35, 5.48], [-7.18, 1.45, -2.64], [-6.37, 0.18, -1.58], [-5.18, 0.76, -0.88], [-7.66, 0.05, -0.20], [-7.68, 2.07, -1.90], [-7.87, 0.90, -3.28], [-6.47, 2.08, -3.18], [-8.66, -0.11, -0.61], [-7.76, 1.05, 0.22], [-7.42, -0.65, 0.60], [8.07, 2.53, -2.52], [6.27, 2.85, -2.77], [5.46, 1.63, -2.31], [6.27, 2.66, -4.58], [8.26, 1.55, -2.96], [8.31, 2.44, -1.47], [8.68, 3.32, -2.96], [6.78, 1.74, -4.88], [6.89, 3.48, -4.95], [5.26, 2.63, -4.99], [-2.69, -5.30, 5.83], [-1.00, -4.51, 5.75], [-1.14, -3.18, 5.11], [-0.88, -4.10, 7.48], [-3.23, -5.36, 4.88], [-3.27, -4.69, 6.52], [-2.66, -6.27, 6.33], [-0.38, -4.85, 8.09], [-1.81, -3.76, 7.94], [-0.24, -3.22, 7.49], [7.58, -3.78, 0.48], [6.12, -4.66, -0.21], [4.93, -3.66, -0.20], [6.83, -4.83, -1.89], [7.48, -3.28, 1.44], [8.02, -3.12, -0.28], [8.44, -4.44, 0.63], [5.94, -5.09, -2.47], [7.60, -5.61, -1.88], [7.12, -3.85, -2.26], [-1.96, -0.66, -7.51], [-0.25, -1.00, -6.95], [-0.33, -1.22, -5.41], [0.08, -2.59, -7.78], [-2.15, -0.69, -8.58], [-2.25, 0.31, -7.12], [-2.58, -1.42, -7.03], [-0.27, -2.64, -8.81], [-0.33, -3.40, -7.18], [1.16, -2.72, -7.90], [-4.70, 2.43, 5.70], [-3.50, 3.71, 5.07], [-2.80, 3.02, 3.88], [-4.79, 4.80, 4.24], [-5.23, 2.67, 6.61], [-4.03, 1.62, 6.01], [-5.35, 2.08, 4.89], [-5.22, 4.21, 3.43], [-4.23, 5.60, 3.75], [-5.60, 5.28, 4.79]]
}

---

These records have HOMO values of -7.92 -8.10 -8.84 -10.31 -11.92 eV, in the order they appear.
These records have LUMO level values of -1.03 0.28 0.37 0.12 -10.24 eV, in the order they appear.